Density functional theory data (ωB97M-V/def2-TZVPD) for a molecular structure, C13H25N2O3SiYb at a distorted geometry.

Values from the calculation:
Total charge ... +2
Energy relative to the best compared isomer or geometry (same formula, charge and spin) ... 3.8 kcal per mole
Expectation value of S² ... 0.751
Energy ... -62402.603 eV
M ... 458.480 g mol⁻¹
2S+1 ... 2

The geometry in XYZ format:
```
45
Properties=species:S:1:pos:R:3:lowdin_spin:R:1
Yb 0.002 -2.036 -1.773 1.00
C 3.923 -1.114 1.720 0.00
N 3.451 -1.682 0.452 0.00
C 4.418 -1.689 -0.651 0.00
C 2.244 -2.140 0.286 0.00
O 1.836 -2.634 -0.818 0.00
C 1.210 -2.085 1.403 0.00
O -0.006 -1.766 0.723 0.00
C -1.232 -2.088 1.382 0.00
C -2.250 -2.119 0.250 0.00
O -1.843 -2.641 -0.842 0.00
N -3.441 -1.614 0.390 0.00
C -4.386 -1.616 -0.733 0.00
C -3.917 -1.044 1.657 0.00
H 3.564 -0.091 1.837 0.00
H 5.008 -1.096 1.707 0.00
H 3.613 -1.713 2.573 0.00
H 4.919 -0.724 -0.685 0.00
H 3.914 -1.867 -1.593 0.00
H 5.163 -2.468 -0.491 0.00
H 1.430 -1.332 2.156 0.00
H 1.141 -3.072 1.870 0.00
H -1.457 -1.348 2.146 0.00
H -1.178 -3.082 1.836 0.00
H -3.858 -1.736 -1.671 0.00
H -4.922 -0.671 -0.743 0.00
H -5.104 -2.429 -0.621 0.00
H -3.846 -1.763 2.472 0.00
H -4.960 -0.774 1.541 0.00
H -3.356 -0.145 1.914 0.00
C 1.634 3.459 -0.344 0.00
Si -0.009 3.231 -1.231 0.00
C -0.108 4.298 -2.762 0.00
C -1.532 3.419 -0.141 0.00
C -0.028 1.401 -1.707 0.00
C -0.037 0.218 -2.023 0.00
H 1.777 4.509 -0.078 0.00
H 2.458 3.174 -1.001 0.00
H 1.703 2.872 0.574 0.00
H -0.098 5.348 -2.462 0.00
H -1.022 4.116 -3.327 0.00
H 0.743 4.129 -3.423 0.00
H -1.651 4.458 0.176 0.00
H -1.480 2.802 0.757 0.00
H -2.429 3.145 -0.699 0.00
```